# 1
The following is a DFT calculation (ωB97M-V with the def2-TZVPD basis set) of a structure of composition C5H7NO2S3 in a non-equilibrium geometry.

Structure (XYZ):
```
18
C5H7NO2S3, DFT ωB97M-V with the def2-TZVPD basis set
C 2.419 0.679 -0.445
C 1.124 0.257 -1.157
C -1.663 -0.181 0.435
C -1.609 -1.477 1.188
C -2.634 -1.479 2.323
H 1.983 -0.561 1.138
H 3.473 0.348 1.254
H -0.162 0.527 -3.010
H -2.183 -0.213 -0.523
H -1.802 -2.340 0.549
H -0.624 -1.579 1.663
H -2.611 -0.569 2.960
N 2.635 0.101 0.751
O 3.161 1.485 -0.977
O -3.395 -2.386 2.529
S 1.006 1.092 -2.673
S 0.055 -0.809 -0.550
S -1.092 1.224 0.988
```

E_HOMO = -8.6 eV
molecular weight = 209.32 g mol⁻¹
relative energy (zero: lowest compared OMol25 entry of this formula, charge and spin) = 0.000 eV
orbital gap = 6.32 eV
calculated total energy = -1594.42103 Ha

# 2
The following is a DFT calculation (ωB97M-V with the def2-TZVPD basis set) of a structure of composition C45H49BrMoN10O2SSi in a non-equilibrium geometry.

Structure (XYZ):
```
110
C45H49BrMoN10O2SSi, DFT ωB97M-V with the def2-TZVPD basis set
Mo 0.522 -0.187 -0.418
C 0.233 -0.639 6.385
C 0.695 -0.455 4.969
C 1.744 -1.209 4.442
C 2.133 -1.068 3.127
C 1.505 -0.152 2.280
N 1.965 0.006 0.947
C 3.331 0.341 0.857
C 3.956 1.040 1.904
C 5.310 1.272 1.920
C 6.126 0.830 0.877
C 7.614 1.005 0.951
C 5.507 0.246 -0.211
C 4.133 0.018 -0.239
N 3.550 -0.533 -1.403
C 4.205 -1.035 -2.473
C 3.278 -1.295 -3.456
C 2.061 -0.908 -2.909
N 2.226 -0.465 -1.658
C 0.498 0.644 2.825
C 0.084 0.473 4.140
N -0.057 1.687 2.048
C -0.578 2.843 2.504
C -1.023 3.556 1.413
C -0.724 2.755 0.312
N -0.129 1.627 0.705
H 0.940 -1.239 6.955
H -0.735 -1.146 6.403
H 0.107 0.319 6.889
H 2.262 -1.919 5.076
H 2.957 -1.649 2.732
H 3.349 1.383 2.729
H 5.749 1.802 2.756
H 7.974 0.706 1.935
H 7.888 2.052 0.810
H 8.133 0.410 0.201
H 6.119 -0.018 -1.064
H 5.272 -1.160 -2.492
H 3.457 -1.691 -4.440
H 1.088 -0.932 -3.363
H -0.720 1.082 4.535
H -0.572 3.103 3.547
H -1.488 4.526 1.407
H -0.888 2.970 -0.728
C -0.316 -3.772 2.116
O -0.731 -2.452 1.795
C -2.038 -2.176 2.041
C -2.831 -2.935 2.886
C -4.191 -2.668 2.975
Br -5.255 -3.725 4.127
C -4.769 -1.666 2.230
C -3.966 -0.868 1.415
C -2.601 -1.112 1.337
O -1.821 -0.327 0.482
C -4.619 0.159 0.595
N -5.758 -0.042 0.008
C -6.054 1.130 -0.663
C -7.165 1.450 -1.441
C -7.229 2.725 -1.966
C -6.219 3.666 -1.725
C -5.104 3.362 -0.968
C -5.036 2.075 -0.450
N -4.091 1.415 0.324
H -0.998 -4.506 1.680
H -0.260 -3.922 3.194
H 0.678 -3.890 1.692
H -2.418 -3.749 3.464
H -5.834 -1.487 2.251
H -2.445 0.072 -0.149
H -7.941 0.717 -1.610
H -8.081 3.006 -2.570
H -6.318 4.661 -2.139
H -4.334 4.101 -0.783
H -3.381 1.886 0.864
C -2.614 2.093 -3.129
Si -1.434 0.618 -3.039
C -2.439 -0.835 -2.338
C -0.850 0.082 -4.758
N -0.026 1.000 -2.008
C 0.765 2.096 -2.387
C 0.438 2.916 -3.480
C 1.197 4.024 -3.813
C 2.313 4.372 -3.069
C 2.667 3.572 -1.993
C 1.916 2.459 -1.661
H -3.639 1.786 -2.920
H -2.617 2.526 -4.131
H -2.353 2.896 -2.435
H -2.554 -1.583 -3.124
H -3.449 -0.522 -2.058
H -2.006 -1.354 -1.491
H -1.579 0.416 -5.500
H -0.790 -1.006 -4.845
H 0.118 0.497 -5.042
H -0.433 2.696 -4.083
H 0.902 4.624 -4.665
H 2.890 5.252 -3.315
H 3.530 3.822 -1.390
H 2.220 1.874 -0.802
C 1.833 -6.352 -0.426
N 1.000 -5.165 -0.564
C 1.444 -3.937 -0.773
N 2.756 -3.708 -0.822
S 0.256 -2.716 -0.946
H 1.212 -7.171 -0.079
H 2.619 -6.182 0.310
H 2.280 -6.639 -1.380
H -0.002 -5.276 -0.590
H 3.407 -4.478 -0.839
H 3.092 -2.820 -1.158
```

E_HOMO (spin up / spin down) = -12.3 / -12.3 eV
molecular weight = 997.95 g mol⁻¹
charge = +2
2S+1 = 3
orbital gap (spin up / spin down) = 6.12 / 6.41 eV
calculated total energy = -5771.74404 Ha

# 3
The following is a DFT calculation (ωB97M-V with the def2-TZVPD basis set) of a cluster of 2 separate species, C2HNO3S in total in a non-equilibrium geometry.

Structure (XYZ):
```
8
C2HNO3S, DFT ωB97M-V with the def2-TZVPD basis set
C 3.022 -1.253 1.631
C 1.827 -0.550 -0.493
N 2.766 -0.142 1.245
O 3.319 -2.270 2.082
O 2.268 -1.447 -1.051
O 1.008 0.345 -0.270
S -0.232 0.487 -1.509
H 0.206 1.518 -2.406
```

E_HOMO = -9.8 eV
molecular weight = 119.10 g mol⁻¹
relative energy (zero: lowest compared OMol25 entry of this formula, charge and spin) = 3.122 eV
orbital gap = 8.19 eV
calculated total energy = -755.37348 Ha

# 4
The following is a DFT calculation (ωB97M-V with the def2-TZVPD basis set) of the molecule C10H14N2 in a non-equilibrium geometry.

Structure (XYZ):
```
26
C10H14N2, DFT ωB97M-V with the def2-TZVPD basis set
C 1.881 1.250 -0.545
C 1.123 0.375 0.477
C 1.863 -0.898 0.774
C 0.083 -2.161 -0.355
C -0.910 -1.026 -0.204
C -2.266 -1.067 -0.455
C -3.080 0.068 -0.223
C -2.598 1.210 0.342
C -1.234 1.204 0.620
C -0.393 0.161 0.287
H 0.436 2.525 -1.227
H 1.238 2.961 0.060
H 2.928 1.303 -0.220
H 1.882 0.630 -1.415
H 1.131 1.050 1.386
H 2.922 -0.773 0.903
H 1.491 -1.314 1.760
H 2.019 -2.754 -0.172
H -0.239 -2.868 0.489
H -0.133 -2.800 -1.202
H -2.797 -1.900 -0.905
H -4.150 0.024 -0.526
H -3.293 2.022 0.393
H -0.769 2.085 1.110
N 1.356 2.514 -0.824
N 1.509 -1.822 -0.327
```

E_HOMO = -8.8 eV
molecular weight = 162.24 g mol⁻¹
SMILES = NC[C@@H]1CNCc2ccccc21
relative energy (zero: lowest compared OMol25 entry of this formula, charge and spin) = 0.610 eV
orbital gap = 9.66 eV
calculated total energy = -498.93002 Ha